A 8-piece molecular cluster, C57H118N6O13 overall, computed with ωB97M-V with the def2-TZVPD basis set.

```
194
C57H118N6O13 (ωB97M-V with the def2-TZVPD basis set)
C -0.39079 1.53122 0.00836
C -0.65441 0.65802 1.23437
O 0.59844 0.05460 1.52407
C 1.55280 0.60188 0.71574
O 2.69983 0.34690 0.80023
O 1.02023 1.57687 -0.04893
H -0.94095 2.46705 0.08608
H -0.80244 1.12995 -0.92710
H -1.44603 -0.06908 1.08332
H -0.93198 1.33848 2.04130
C -2.92510 4.42435 2.25661
C -4.40355 4.80967 2.36867
O -5.01039 3.64228 2.94042
C -4.13309 2.62174 2.94917
O -4.40184 1.52677 3.31281
O -2.90584 3.02353 2.52906
H -2.32166 4.96312 2.98189
H -2.62884 4.63133 1.22867
H -4.86589 5.08539 1.42125
H -4.58154 5.64444 3.04667
C 0.51196 -5.03998 -3.33309
C 0.84928 -5.49189 -1.90943
C 2.16710 -6.25652 -1.97457
C 3.42809 -5.40312 -1.84532
C 3.36347 -4.69733 -0.50158
C 2.12695 -3.76990 -0.41777
N 0.94296 -4.38482 -0.99367
O -0.25550 -3.72247 -0.72439
C 1.95324 -3.35515 1.03629
C 2.42630 -2.50086 -1.25725
C -0.21945 -6.46111 -1.42137
H -0.36670 -4.37472 -3.39983
H 0.20238 -5.84844 -3.99747
H 1.30126 -4.41828 -3.76702
H 2.21965 -7.02771 -1.19811
H 2.27516 -6.84900 -2.88914
H 3.60783 -4.69444 -2.65780
H 4.31966 -6.03645 -1.90418
H 4.17778 -3.96874 -0.45926
H 3.39875 -5.35849 0.36337
H 1.46436 -4.14276 1.62036
H 2.90773 -3.20679 1.54366
H 1.33493 -2.46519 1.13985
H 3.35347 -1.97943 -1.01081
H 2.47475 -2.78774 -2.31059
H 1.62402 -1.76332 -1.15614
H 0.01037 -6.79574 -0.40543
H -0.34929 -7.36914 -2.01684
H -1.21133 -6.00642 -1.36106
H -0.37859 -3.07941 -1.44041
C 4.49361 -0.96286 6.38415
C 3.06368 -0.44038 6.53890
C 2.58943 0.08895 5.18896
C 1.07698 0.33671 5.15508
C 0.36356 -0.93852 5.62943
C 0.78331 -1.51789 6.96209
N 2.24254 -1.59270 6.92735
O 2.75311 -2.23779 8.09321
C 0.23293 -0.61625 8.09285
C 0.19118 -2.91214 7.12523
C 3.06888 0.64072 7.62461
H 5.16584 -0.13959 6.13355
H 4.54293 -1.63625 5.52181
H 4.83139 -1.52414 7.24888
H 3.09561 1.04940 5.06430
H 2.83651 -0.64454 4.42405
H 0.78139 0.32344 4.10516
H 0.73774 1.23185 5.67026
H 0.43378 -1.69889 4.83881
H -0.71334 -0.72206 5.59586
H -0.75735 -0.92434 8.42471
H 0.92671 -0.60664 8.93608
H 0.17604 0.43308 7.79541
H 0.91274 -3.64229 6.73510
H 0.07207 -3.22307 8.16702
H -0.76355 -3.05361 6.62152
H 3.88466 1.34681 7.42662
H 3.28443 0.24131 8.61453
H 2.15710 1.23402 7.62887
H 2.59985 -3.16215 7.87989
C -1.61833 4.12689 -2.10878
C -2.76877 4.33627 -3.10072
C -2.93388 2.98437 -3.81991
C -4.32320 2.74678 -4.36299
C -5.33719 2.88941 -3.23313
C -5.32448 4.29670 -2.59499
N -3.95429 4.69051 -2.32956
O -3.84584 5.91875 -1.65587
C -6.01654 5.27650 -3.55619
C -6.14206 4.20703 -1.32060
C -2.37127 5.43659 -4.08732
H -1.29774 5.08959 -1.69648
H -0.76953 3.60103 -2.54393
H -1.99271 3.62596 -1.21502
H -2.26824 3.03999 -4.68621
H -2.54789 2.17202 -3.20390
H -4.40587 1.72645 -4.75441
H -4.57603 3.37253 -5.22458
H -4.87781 2.27294 -2.44845
H -6.34498 2.59569 -3.50710
H -5.61863 5.22429 -4.57662
H -7.08902 5.11843 -3.68386
H -5.84844 6.31745 -3.26302
H -6.10801 5.16149 -0.77408
H -7.18351 3.96082 -1.50768
H -5.70983 3.57689 -0.53423
H -3.20153 5.75261 -4.72228
H -1.46727 5.23294 -4.66321
H -2.04061 6.33608 -3.54529
H -3.81613 6.59111 -2.35394
C 3.79277 -0.44943 -6.03227
C 2.30260 -0.57940 -6.31307
C 1.96444 -2.07005 -6.31656
C 0.49611 -2.38590 -6.09963
C -0.18754 -1.59882 -4.98687
C 0.13184 -0.08785 -4.96740
N 1.54399 0.09045 -5.27162
O 1.87545 1.47770 -5.21339
C -0.80539 0.61083 -5.98145
C -0.16254 0.42672 -3.56229
C 1.97761 0.01404 -7.69813
H 4.07208 0.60668 -6.00936
H 4.35222 -0.86922 -6.87152
H 4.10673 -0.94296 -5.11431
H 2.35463 -2.54073 -7.21803
H 2.46249 -2.55928 -5.46923
H 0.36767 -3.44468 -5.83339
H -0.09289 -2.39407 -7.02849
H 0.07271 -2.06603 -4.03124
H -1.26608 -1.69623 -5.12658
H -0.26454 1.47837 -6.35536
H -1.05457 -0.03152 -6.83594
H -1.81734 0.78126 -5.60561
H -1.18503 0.14986 -3.29744
H 0.46719 0.04676 -2.75343
H -0.00814 1.50795 -3.61632
H 2.77608 -0.19498 -8.41528
H 2.02314 1.10691 -7.66848
H 0.99116 -0.32041 -8.00812
H 2.24574 1.55978 -4.32778
C -1.19050 -2.96022 2.14774
C -2.58261 -3.09972 2.75939
C -3.58946 -3.25591 1.59449
C -4.91991 -3.83571 2.05243
C -4.68327 -5.17165 2.75907
C -3.81812 -4.99322 4.01013
N -2.61248 -4.30196 3.59314
O -1.69314 -4.20089 4.66147
C -4.60008 -4.33702 5.14256
C -3.43954 -6.41907 4.42706
C -2.87910 -1.81778 3.56372
H -0.76227 -3.82413 1.66155
H -0.49801 -2.63655 2.93735
H -1.22452 -2.05012 1.54346
H -3.81329 -2.26640 1.19082
H -3.07193 -3.92126 0.89921
H -5.62936 -4.04830 1.25002
H -5.36837 -3.12325 2.74836
H -4.17234 -5.87161 2.08860
H -5.64528 -5.65084 2.95922
H -5.13510 -3.42868 4.85402
H -5.32066 -5.01509 5.59954
H -3.90307 -3.97432 5.90436
H -2.64604 -6.81401 3.79271
H -3.07237 -6.45337 5.45921
H -4.31595 -7.06689 4.41179
H -2.69982 -0.94405 2.93300
H -2.22719 -1.73760 4.43350
H -3.92061 -1.77864 3.88269
H -1.08836 -4.94052 4.54715
C 4.95011 7.84367 -2.43902
O 5.48956 6.87989 -1.58769
C 5.02907 7.00544 -0.26149
C 5.10518 5.69661 0.48967
N 4.17421 4.71806 -0.03040
C 4.65359 3.34869 0.09565
C 5.51415 2.94492 -1.11471
O 4.62923 2.83773 -2.22305
C 5.24505 3.12478 -3.44754
H 5.31748 7.67051 -3.45043
H 5.23666 8.87206 -2.17745
H 3.85311 7.80763 -2.45897
H 3.96295 7.30116 -0.26757
H 5.49738 7.83409 0.28559
H 4.86683 5.98339 1.52219
H 6.15906 5.37397 0.50486
H 4.05982 4.86738 -1.02900
H 3.86996 2.58994 0.07164
H 5.30277 3.19450 0.95946
H 6.02698 1.99391 -0.94124
H 6.24475 3.74360 -1.30320
H 5.56495 4.17080 -3.52316
H 4.60514 2.79850 -4.26456
H 6.18058 2.55037 -3.57234
```

SMILES string: CC1(C)CCCC(C)(C)N1O.CC1(C)CCCC(C)(C)N1O.CC1(C)CCCC(C)(C)N1O.CC1(C)CCCC(C)(C)N1O.CC1(C)CCCC(C)(C)N1O.COCCNCCOC.O=C1OCCO1.O=C1OCCO1
E_LUMO, eV: 0.3
Gap between HOMO and LUMO, Ha: 0.2965